The following is a quantum chemistry calculation of C55H73F3N8O2Si2 as an isolated structure in a non-equilibrium geometry, from the OMol25 dataset.

Each line ends with the Löwdin charge.
Geometry (Å):
Si: 2.70691 4.70393 -1.05235  0.567
Si: 4.43951 2.49256 -2.00959  0.490
F: 2.02492 1.22616 -1.51128  0.094
F: 3.79956 0.01777 -1.32284  0.054
F: 3.26621 1.37739 0.25683  0.092
O: 4.03499 4.06523 -1.87004  -0.335
O: 5.95352 2.28938 -1.42917  -0.191
N: -12.97415 -3.57622 -2.99832  0.058
N: 9.70548 -11.47914 3.01694  0.046
N: -1.68693 9.32615 -1.54599  0.055
N: 4.61907 -7.47129 3.51616  0.044
N: 4.33696 -2.78184 2.70298  0.059
N: 1.03765 -7.61602 7.94512  0.050
N: 3.58201 7.98278 -3.67987  0.060
N: -10.74231 1.35289 -1.89232  -0.134
C: 6.75054 -9.10060 2.75198  -0.071
C: -0.55758 10.53810 0.18735  -0.071
C: 11.74806 -10.46906 3.75910  -0.074
C: 6.84961 -0.09870 0.19829  -0.102
C: 1.49006 5.35432 -2.31125  -0.270
C: 1.85660 -7.28293 6.94959  -0.151
C: -13.04167 -5.71212 -4.78485  -0.084
C: 0.75345 -8.90766 8.09352  -0.164
C: -14.00024 -4.71379 -4.84073  -0.075
C: -1.55987 9.69911 -0.27390  -0.160
C: -11.21272 -0.78976 -2.24869  -0.100
C: 6.74280 1.21546 -1.96567  -0.270
C: -0.21074 5.52056 -0.31734  -0.244
C: -8.91941 3.02766 -2.00478  -0.175
C: 11.52083 -10.91233 5.05176  -0.080
C: 2.11217 -9.54010 6.24424  -0.084
C: 10.37342 -11.64315 5.31253  -0.072
C: 9.50278 -11.89900 4.26415  -0.157
C: 3.34600 -3.93806 0.37227  -0.076
C: -0.78728 9.79609 -2.40754  -0.156
C: -1.65891 5.95164 0.00662  -0.219
C: 2.41864 -8.19999 6.07267  -0.067
C: 6.05722 9.05577 -2.99324  -0.079
C: 5.04421 9.86901 -3.47578  -0.074
C: -4.12727 5.37515 -0.22895  -0.200
C: 0.04246 5.63096 -1.81792  -0.240
C: 4.18960 -4.10096 2.59080  -0.157
C: 3.49080 -2.56290 0.47033  -0.071
C: -2.67847 4.84085 -0.22576  -0.212
C: 3.98959 -2.03896 1.65381  -0.157
C: -12.06121 -4.54358 -2.95788  -0.156
C: 5.88460 -7.09003 3.68970  -0.150
C: -13.92065 -3.67201 -3.92836  -0.150
C: 3.70327 -4.72737 1.45364  -0.071
C: -6.96912 2.93917 -0.29987  -0.206
C: 7.63272 0.67049 -0.86283  -0.228
C: 0.25610 10.63693 -2.04981  -0.073
C: -10.21138 2.57476 -1.31573  -0.143
C: 6.97766 -7.86124 3.32747  -0.060
C: 4.56615 7.21342 -3.21785  -0.150
C: 3.83011 9.28453 -3.80191  -0.157
C: -6.50767 4.38509 -0.50382  -0.199
C: 1.26203 -9.90544 7.27588  -0.081
C: 5.81528 7.69867 -2.86054  -0.059
C: 0.37144 11.01573 -0.72281  -0.078
C: 3.29129 1.25486 -1.07410  -0.650
C: 10.81245 -10.77683 2.78310  -0.159
C: -5.07510 4.50637 -1.07604  -0.196
C: -7.68574 2.28781 -1.49073  -0.198
C: 4.41972 -8.66629 2.96079  -0.161
C: -10.59225 0.09249 -1.38567  -0.102
C: -11.75189 -0.03081 -3.31156  -0.100
C: -12.04847 -5.62730 -3.82303  -0.073
C: -11.44992 1.29145 -3.06111  -0.107
C: 5.44184 -9.51424 2.56390  -0.065
H: 6.02415 -6.11591 4.14464  0.098
H: 0.99698 -10.94019 7.44565  0.097
H: 6.40433 -1.00109 -0.21453  0.071
H: 1.17152 11.67080 -0.40288  0.105
H: -14.65045 -2.86956 -3.94009  0.105
H: 0.08298 -9.15161 8.91054  0.100
H: 3.21563 5.83354 -0.24161  -0.011
H: 7.50266 -0.35936 1.02884  0.074
H: -10.96677 3.35427 -1.37754  0.120
H: -12.29153 -0.37191 -4.17721  0.084
H: -0.63670 4.95903 -2.33742  0.103
H: -1.69784 6.22684 1.06175  0.113
H: -4.64933 3.52117 -1.26303  0.100
H: 10.95288 -10.44597 1.75979  0.103
H: 3.01156 9.88629 -4.18248  0.095
H: 4.11953 -0.96838 1.76979  0.096
H: 2.11165 3.73824 -0.11598  -0.006
H: 5.18994 10.93358 -3.59783  0.100
H: 7.37507 1.61682 -2.75985  0.118
H: -4.48828 5.47780 0.79244  0.105
H: -9.02024 2.84372 -3.07373  0.111
H: -8.83925 4.10603 -1.87820  0.095
H: 0.44931 6.18334 0.24385  0.105
H: 4.41379 2.08063 -3.42286  0.051
H: -6.07089 2.34596 -0.11720  0.105
H: -4.08890 6.36935 -0.67476  0.105
H: -5.15665 4.99328 -2.04810  0.107
H: -2.49502 4.32927 -1.17018  0.103
H: -10.01036 2.37706 -0.26407  0.122
H: 6.07158 0.53839 0.61432  0.064
H: 3.07612 -7.86979 5.27965  0.065
H: -0.11241 4.49406 0.03524  0.094
H: 7.01936 9.47336 -2.72586  0.105
H: -0.20610 6.65400 -2.09782  0.095
H: -11.27871 -6.38249 -3.74339  0.100
H: -0.91155 9.47882 -3.43738  0.105
H: -2.61689 4.11342 0.58528  0.116
H: 0.95867 10.98383 -2.79481  0.091
H: -14.79393 -4.73906 -5.57464  0.100
H: -11.26021 -1.85615 -2.13996  0.058
H: -0.50725 10.80623 1.23363  0.101
H: -2.30335 9.29772 0.40657  0.104
H: -7.18005 4.94416 -1.15053  0.090
H: 1.45718 4.62048 -3.12042  0.076
H: 8.05725 1.55264 -0.37930  0.112
H: 7.57909 -9.73409 2.45842  0.090
H: 3.60851 -5.80396 1.42300  0.088
H: 12.63057 -9.89642 3.50962  0.101
H: -11.66113 2.18074 -3.62682  0.112
H: 2.96097 -4.38762 -0.53446  0.104
H: -6.97389 2.12371 -2.29996  0.111
H: 4.47513 -4.68170 3.45857  0.077
H: 7.98217 -7.49706 3.49363  0.103
H: 5.21599 -10.47395 2.11997  0.103
H: -6.54537 4.88799 0.46259  0.100
H: 2.53061 -10.28932 5.58322  0.100
H: 8.44895 0.08325 -1.27769  0.110
H: 6.12599 0.42619 -2.39878  0.103
H: -10.06182 -0.10550 -0.47209  0.110
H: 4.34152 6.15702 -3.13250  0.080
H: 3.38115 -8.95462 2.82971  0.107
H: -13.06778 -6.54188 -5.47944  0.104
H: -7.58008 2.83083 0.59744  0.104
H: 1.92219 6.26032 -2.73452  0.042
H: -8.00001 1.29114 -1.17340  0.099
H: 6.57529 7.02610 -2.48744  0.105
H: 12.22613 -10.69201 5.84255  0.106
H: 10.15505 -12.00843 6.30638  0.102
H: 3.22146 -1.91540 -0.34518  0.080
H: -1.90655 6.80673 -0.61880  0.078
H: 2.07204 -6.22459 6.85153  0.104
H: -11.29994 -4.44181 -2.19105  0.102
H: 8.59496 -12.46938 4.42736  0.104

F_max: 0.0221 hartree/bohr
Energy: -98144.862 eV
Charge: 0
HOMO level: -7.8 eV